Record 1
145
Properties=species:S:1:pos:R:3 method="wB97M-V/def2-TZVPD" gap_ha=0.2366 e_homo_ev=-4.932 max_force_ev_per_a=9.6 charge=-1
C 8.12 2.07 0.33
C 6.70 2.14 1.16
C 5.44 2.81 0.37
I 5.90 4.86 -0.41
P 4.46 1.72 -0.82
C 5.57 0.12 -0.73
N 4.84 -0.98 -1.54
C 5.86 -2.10 -1.86
S 5.38 2.33 -2.67
O 6.93 2.41 -2.64
O 5.07 1.18 -3.71
F 4.64 3.74 -3.39
O 3.42 0.76 -1.91
C 2.19 1.51 -2.34
C 0.99 0.72 -3.09
C 1.58 -0.33 -4.25
O 2.14 0.16 -5.36
Cl 1.39 -2.18 -3.93
C 1.84 2.59 -1.11
C 1.01 3.77 -1.85
C -0.43 4.20 -1.21
C -1.74 3.43 -1.90
C -2.20 2.29 -0.76
C -2.74 2.67 0.75
C -3.08 1.37 1.75
C -2.92 -0.20 1.33
C -2.44 -0.53 -0.21
C -2.09 0.72 -1.21
P 1.16 1.73 0.47
N 0.80 0.15 0.25
O 3.24 3.01 -0.75
H 8.35 0.99 -0.12
H 8.27 2.92 -0.46
H 8.98 2.23 1.14
H 6.44 1.12 1.73
H 6.94 2.89 2.06
H 4.66 3.07 1.24
H 3.94 1.13 0.42
H 6.62 0.26 -1.21
H 5.59 -0.33 0.37
H 4.21 -1.46 -0.83
H 5.26 -2.99 -2.36
H 6.78 -1.72 -2.48
H 6.21 -2.52 -0.80
H 2.54 2.28 -3.18
H 0.31 1.52 -3.66
H 0.39 0.05 -2.34
H 0.81 3.59 -3.01
H 1.70 4.75 -1.82
H -0.60 5.34 -1.52
H -0.48 4.20 -0.04
H -1.35 2.90 -2.90
H -2.60 4.17 -2.18
H -2.83 3.79 1.10
H -3.44 1.59 2.86
H -3.14 -1.11 2.05
H -2.32 -1.65 -0.54
H -1.74 0.47 -2.31
H 0.00 2.38 1.03
H 2.19 1.77 1.52
H 1.41 -0.46 0.86
C 9.94 -1.61 -4.50
C 10.02 -1.97 -3.04
O 9.58 -1.22 -2.16
N 10.59 -3.16 -2.70
C 11.15 -4.16 -3.57
H 9.47 -0.63 -4.61
H 10.95 -1.55 -4.92
H 9.35 -2.35 -5.03
H 10.60 -3.33 -1.70
H 10.60 -5.09 -3.41
H 12.20 -4.30 -3.30
H 11.08 -3.88 -4.62
C -5.90 -0.29 4.53
C -5.27 0.93 5.15
O -4.08 1.19 5.03
N -6.08 1.76 5.87
C -7.49 1.64 6.13
H -5.13 -0.85 3.99
H -6.32 -0.93 5.31
H -6.67 0.01 3.82
H -5.59 2.56 6.26
H -7.99 2.53 5.74
H -7.64 1.59 7.22
H -7.92 0.74 5.67
C -1.76 -2.88 -4.11
C -2.73 -3.64 -3.26
O -2.87 -3.41 -2.06
N -3.49 -4.60 -3.85
C -3.48 -5.01 -5.24
H -1.23 -2.14 -3.50
H -1.02 -3.56 -4.54
H -2.29 -2.35 -4.90
H -4.12 -5.07 -3.21
H -4.49 -4.87 -5.64
H -3.23 -6.08 -5.27
H -2.77 -4.45 -5.84
C 10.75 3.45 -6.85
C 9.81 2.50 -6.15
O 9.93 1.28 -6.24
N 8.80 3.04 -5.41
C 8.49 4.43 -5.19
H 11.50 2.88 -7.40
H 10.20 4.07 -7.56
H 11.26 4.07 -6.11
H 8.21 2.34 -4.97
H 8.53 4.62 -4.11
H 7.47 4.62 -5.55
H 9.18 5.10 -5.70
C -10.99 4.36 5.20
C -9.59 4.88 4.98
O -8.62 4.42 5.58
N -9.42 5.90 4.08
C -10.42 6.57 3.29
H -10.97 3.56 5.94
H -11.63 5.16 5.58
H -11.39 3.96 4.26
H -8.46 6.19 3.99
H -10.16 6.44 2.24
H -10.40 7.63 3.54
H -11.43 6.17 3.46
C -4.17 -5.93 0.43
C -5.35 -6.11 -0.49
O -5.39 -5.60 -1.61
N -6.39 -6.87 -0.04
C -6.53 -7.54 1.23
H -3.42 -5.30 -0.06
H -4.49 -5.43 1.35
H -3.72 -6.89 0.66
H -7.15 -6.94 -0.71
H -6.66 -8.61 1.03
H -7.42 -7.15 1.72
H -5.66 -7.39 1.87
C -5.67 -3.01 8.36
C -6.85 -3.19 7.44
O -6.89 -2.68 6.33
N -7.89 -3.95 7.89
C -8.03 -4.62 9.16
H -4.92 -2.38 7.87
H -5.99 -2.51 9.28
H -5.22 -3.98 8.59
H -8.65 -4.03 7.22
H -8.16 -5.69 8.96
H -8.92 -4.23 9.65
H -7.16 -4.47 9.80

---

Record 2
6
Properties=species:S:1:pos:R:3 method="wB97M-V/def2-TZVPD" gap_ha=0.3893 relative_energy_kcal_mol=33.3 e_homo_ev=-10.165 max_force_ev_per_a=1.5 smiles="ClC1=NO1.Cl"
Cl -3.32 -1.35 -0.03
C -3.88 0.19 0.05
N -4.28 1.05 0.84
O -4.22 1.13 -0.81
Cl 0.12 -0.08 -0.90
H 1.02 0.52 -0.12